[1]
The following is a quantum chemistry calculation of a gas-phase ion, C12H9BF22N5OS2 (charge +1), from the OMol25 dataset.

Geometry as XYZ:
```
52
Properties=species:S:1:pos:R:3:mulliken_charge:R:1
N -4.54928 -0.54754 -0.35565 -0.592
B -3.73549 0.10866 -1.36532 0.243
O -4.24283 0.58949 -2.52104 -0.444
N -2.26812 0.13297 -1.15743 0.110
C -1.34579 0.76769 -1.90065 0.380
N -1.60616 1.58079 -2.92397 -0.528
C -0.44258 2.04189 -3.33738 0.465
S -0.24499 3.17867 -4.60884 -0.140
N 0.56351 1.53190 -2.57765 0.292
C 1.99534 1.79291 -2.64889 0.257
F 2.22360 2.15078 -3.90253 -0.310
F 2.63615 0.65307 -2.37711 -0.234
C 2.47723 2.98022 -1.69554 0.802
F 1.35607 3.61867 -1.29764 -0.296
F 3.21881 3.81168 -2.42651 -0.303
C 3.27504 2.60148 -0.41796 0.718
F 4.17850 1.65669 -0.71001 -0.286
F 2.38575 2.09284 0.45992 -0.250
C 4.00516 3.80435 0.24020 0.578
F 5.00770 4.19653 -0.52536 -0.223
F 4.45920 3.39689 1.41351 -0.223
F 3.16241 4.81421 0.40165 -0.231
N -0.02464 0.68620 -1.64305 0.162
C 0.62881 -0.08262 -0.59110 -0.956
C 0.50504 -1.57351 -0.87165 -1.581
C 0.87177 -2.43717 0.33094 1.124
F 1.51562 -1.72233 1.27454 -0.283
F 1.74411 -3.38897 -0.05712 -0.343
C -0.38971 -3.20322 0.91519 0.522
F -0.44392 -4.32405 0.18775 -0.315
F -1.53248 -2.51309 0.64904 -0.229
C -0.41041 -3.66734 2.43178 0.435
F 0.84552 -3.82027 2.84427 -0.253
F -1.00354 -4.87073 2.39588 -0.299
C -1.31368 -2.99440 3.56823 0.480
F -2.56712 -3.08319 3.13884 -0.251
F -1.13620 -3.79474 4.61278 -0.260
S -1.02239 -1.21091 4.22774 1.467
F -1.06954 -1.62348 5.71753 -0.295
F -2.55718 -0.89474 4.25590 -0.301
F -1.00422 -0.76291 2.68716 -0.317
F 0.51390 -1.49881 4.16667 -0.281
F -0.71240 0.27037 4.60041 -0.314
H -4.78093 0.06709 0.41808 0.296
H -4.06522 -1.32848 0.07649 0.300
H -4.28583 1.53868 -2.63879 0.335
H -1.92647 -0.37451 -0.35823 0.030
H -1.48328 2.94208 -5.02123 0.217
H 1.66743 0.15839 -0.52044 0.659
H 0.18709 0.21252 0.34062 0.329
H -0.46852 -1.83692 -1.25199 0.901
H 1.20918 -1.82378 -1.65208 0.233
```

Values from the calculation:
LUMO level = -3.499 eV
Calculated total energy = -3829.786892 Ha
Total charge = +1
Frontier orbital gap = 9.76 eV


[2]
The following is a quantum chemistry calculation of a molecular structure, C21H27NO2P2W, from the OMol25 dataset.

Geometry as XYZ:
```
54
Properties=species:S:1:pos:R:3:mulliken_spin:R:1
C -1.48718 3.41879 -1.94607 0.004
C -1.35097 2.03292 -1.76510 -0.020
C -0.10384 1.42500 -2.04376 0.027
C 0.96772 2.24629 -2.54474 0.001
C 0.76060 3.63946 -2.72823 -0.005
C -0.42113 4.19611 -2.41985 0.002
C 2.23164 1.63435 -2.68166 -0.006
C 2.40722 0.24529 -2.49507 0.003
C 1.27851 -0.49824 -1.98608 0.010
C 1.40657 -1.88367 -1.70309 -0.010
C 2.68537 -2.47403 -1.80324 0.007
C 3.79491 -1.74567 -2.29560 0.004
C 3.65632 -0.43957 -2.62259 -0.005
H -2.44409 3.87984 -1.69713 0.000
H 1.63643 4.20345 -3.08816 0.000
H -0.58018 5.25938 -2.56098 0.000
H 3.12848 2.23772 -2.96698 0.000
H 2.78693 -3.53151 -1.54028 0.000
H 4.75172 -2.26959 -2.40895 0.000
H 4.49887 0.17801 -2.97561 0.000
N 0.18762 0.19211 -1.46614 -0.046
W 0.10313 0.04388 0.84584 1.756
C -2.40886 1.18917 -1.08001 0.051
H -2.34971 0.17422 -1.48581 0.014
H -3.41117 1.59019 -1.29590 0.002
C 0.21283 -2.59117 -1.05158 0.037
H -0.69556 -2.20377 -1.54370 0.015
H 0.34352 -3.67509 -1.20623 0.000
P -2.05443 0.96804 0.75733 -0.010
P 0.02490 -2.26082 0.70577 0.056
C 1.32276 -3.22414 1.49241 0.013
H 1.19078 -3.20414 2.57238 0.001
H 1.23898 -4.24667 1.12313 -0.001
H 2.30696 -2.83104 1.25039 -0.002
C -1.47422 -3.14091 1.06232 0.028
H -1.32889 -4.17271 0.76110 0.001
H -1.69157 -3.10707 2.11845 0.002
H -2.31895 -2.73190 0.52636 0.002
C -2.29359 2.65801 1.42776 0.006
H -3.23533 3.15008 1.14963 0.000
H -2.25295 2.59954 2.52023 0.004
H -1.47238 3.30649 1.11594 -0.006
C -3.57446 0.12213 1.28942 0.031
H -3.54157 0.02332 2.37334 0.000
H -4.49196 0.65289 1.01549 0.002
H -3.61814 -0.88253 0.87230 -0.006
C 1.44472 -0.00018 2.76900 0.016
O 2.48000 -0.11542 3.40453 0.021
H 1.32577 1.11196 0.54182 0.030
C 0.08281 -0.17581 4.82451 0.006
O 0.08001 -0.75287 3.56476 -0.033
H 1.00083 -0.58898 5.26650 -0.003
H -0.81077 -0.55763 5.27948 0.000
H 0.07497 0.92649 4.77236 -0.002
```

Values from the calculation:
Multiplicity = 3
LUMO level (spin up / spin down) = -8.310 / -8.099 eV
Calculated total energy = -1770.758788 Ha
Total charge = +2
Frontier orbital gap (spin up / spin down) = 6.20 / 6.47 eV